## i
This record from the OMol25 dataset describes a 6-piece molecular cluster, C24H48O6 overall. The level of theory is ωB97M-V with the def2-TZVPD basis set.

## Properties
SMILES = C1CCOC1.C1CCOC1.C1CCOC1.C1CCOC1.C1CCOC1.C1CCOC1
HOMO energy = -9.33 eV
orbital gap = 10.1 eV
LUMO energy = 0.7 eV

Last column: Mulliken charge in e.
Geometry (Å):
C1 0.6286 1.5299 2.7423  0.291
C2 -0.2527 2.1790 3.7939  -0.779
C3 0.6291 3.4889 3.8855  -0.242
O1 1.9510 3.0273 3.8505  -0.459
C4 2.0429 1.7261 3.2307  -0.397
H1 0.4632 2.0618 1.8053  -0.153
H2 0.4587 0.4579 2.6424  0.167
H3 -0.3555 1.5177 4.6543  0.321
H4 -1.2410 2.5091 3.4737  0.345
H5 0.5484 3.9986 4.8455  0.362
H6 0.3671 4.1376 3.0496  0.025
H7 2.3604 1.0169 3.9951  0.283
H8 2.6344 1.7117 2.3153  0.264
C5 -3.1985 1.6038 -4.7679  -0.799
C6 -3.6042 3.0630 -4.6462  -0.479
C7 -3.1884 3.4499 -3.2036  -0.371
O2 -2.7297 2.2107 -2.6555  -0.363
C8 -2.1812 1.3968 -3.7187  -0.116
H9 -2.9270 1.3158 -5.7835  0.386
H10 -4.0021 0.9767 -4.3819  0.250
H11 -4.6927 3.0649 -4.5887  0.244
H12 -3.1246 3.5796 -5.4777  0.351
H13 -4.0351 3.9042 -2.6889  0.405
H14 -2.4737 4.2727 -3.2243  0.087
H15 -1.9865 0.3518 -3.4775  0.350
H16 -1.1375 1.6511 -3.9035  0.079
C9 2.0392 6.0025 -0.6749  -0.583
C10 1.9816 4.7083 -1.3457  -0.420
C11 0.5048 4.3744 -1.5394  0.281
O3 -0.1333 5.1337 -0.5798  -0.440
C12 0.8738 5.8031 0.2130  -0.134
H17 1.9767 6.9202 -1.2596  0.284
H18 2.9605 6.0965 -0.1000  0.324
H19 2.4835 4.0247 -0.6609  0.218
H20 2.4394 4.7473 -2.3341  0.397
H21 0.1197 3.3647 -1.3975  -0.355
H22 0.1254 4.8389 -2.4496  0.204
H23 1.0960 5.1957 1.0904  -0.093
H24 0.5082 6.7591 0.5878  0.353
C13 2.8821 -4.4875 2.2559  -0.223
C14 2.8131 -4.7005 3.7564  -0.571
C15 3.1935 -3.2612 4.2493  -0.521
O4 3.0373 -2.3337 3.2112  -0.417
C16 2.4390 -3.0792 2.0847  -0.181
H25 2.2478 -5.1503 1.6674  0.114
H26 3.8896 -4.5937 1.8537  0.299
H27 3.5277 -5.4879 3.9962  0.329
H28 1.8433 -4.9484 4.1877  0.244
H29 4.2039 -3.1994 4.6535  0.301
H30 2.4261 -3.0083 4.9809  0.294
H31 2.7501 -2.5299 1.1961  0.260
H32 1.3710 -2.9105 2.2232  0.073
C17 -1.0693 -6.0986 -1.4319  -0.526
C18 -2.4416 -5.3169 -1.3987  -0.524
C19 -2.5213 -4.7856 0.1283  -0.205
O5 -1.3364 -5.3256 0.7262  -0.413
C20 -0.8987 -6.4928 0.0148  -0.387
H33 -0.2410 -5.4186 -1.6310  0.254
H34 -1.1730 -6.9865 -2.0556  0.340
H35 -3.3032 -5.9258 -1.6727  0.393
H36 -2.2452 -4.5685 -2.1665  0.199
H37 -3.4172 -5.2112 0.5802  0.308
H38 -2.3666 -3.7068 0.1456  0.061
H39 -1.4634 -7.3477 0.3867  0.291
H40 0.1677 -6.5160 0.2393  0.228
C21 -0.4358 -0.6488 -0.0834  -0.357
C22 0.3523 0.4421 -0.6786  -0.221
C23 0.7275 -0.1698 -2.1093  -0.427
O6 -0.4089 -1.1307 -2.3251  -0.533
C24 -1.3248 -1.0538 -1.2005  0.352
H41 -1.0247 -0.4167 0.8040  0.487
H42 0.1402 -1.5424 0.1571  0.019
H43 1.2751 0.6651 -0.1430  0.258
H44 -0.1934 1.3831 -0.7490  -0.043
H45 1.7346 -0.5860 -2.0839  0.399
H46 0.6678 0.7278 -2.7248  0.139
H47 -1.6012 -2.0941 -1.0288  -0.508
H48 -2.1530 -0.3574 -1.3315  0.329



## ii
This record from the OMol25 dataset describes a 6-piece molecular cluster, C24H48O6 overall. The level of theory is ωB97M-V with the def2-TZVPD basis set.

## Properties
SMILES = C1CCOC1.C1CCOC1.C1CCOC1.C1CCOC1.C1CCOC1.C1CCOC1
HOMO energy = -9.68 eV
orbital gap = 10.2 eV
LUMO energy = 0.5 eV

Last column: Mulliken charge in e.
Geometry (Å):
C1 0.6211 -0.9532 0.0988  -0.800
C2 -0.3844 -0.3595 1.0867  0.514
C3 -1.4073 0.1949 0.1129  -0.723
O1 -0.6287 0.8129 -0.8955  -0.419
C4 0.5687 0.0600 -1.0637  0.526
H1 0.2799 -1.9397 -0.2211  0.258
H2 1.6345 -1.0582 0.4874  0.433
H3 0.0716 0.4848 1.6164  -0.011
H4 -0.7337 -1.0456 1.8537  -0.220
H5 -2.0886 0.9186 0.5585  0.400
H6 -2.0073 -0.6199 -0.3187  0.166
H7 1.4193 0.7411 -1.0469  -0.459
H8 0.5779 -0.4713 -2.0195  0.175
C5 -5.8149 0.8571 -1.1904  -0.499
C6 -4.9252 -0.1533 -1.9460  0.398
C7 -4.8701 0.4006 -3.3815  -0.556
O2 -5.8272 1.4724 -3.4451  -0.424
C8 -5.8806 2.0264 -2.1527  -0.474
H9 -5.4321 1.1352 -0.2087  0.304
H10 -6.7862 0.3876 -1.0341  0.259
H11 -5.3985 -1.1335 -1.9231  0.302
H12 -3.9301 -0.2687 -1.5191  -0.502
H13 -5.2088 -0.3351 -4.1090  0.318
H14 -3.8942 0.8022 -3.6641  0.308
H15 -6.7727 2.6383 -2.0127  0.354
H16 -5.0254 2.7018 -1.9850  0.263
C9 -0.0036 -5.0916 2.1409  -0.538
C10 1.0592 -5.2257 3.2006  -0.569
C11 0.2557 -5.1242 4.5080  -0.442
O3 -0.9991 -4.5118 4.1736  -0.488
C12 -1.0217 -4.1799 2.8023  0.479
H17 -0.4807 -6.0557 1.9306  0.269
H18 0.3089 -4.7520 1.1513  0.348
H19 1.8526 -4.4742 3.1667  0.230
H20 1.6188 -6.1619 3.1295  0.366
H21 0.7949 -4.5038 5.2247  0.228
H22 0.0516 -6.1138 4.9179  0.364
H23 -0.7290 -3.1248 2.6810  -0.607
H24 -2.0206 -4.2621 2.3732  0.388
C13 -0.4252 -0.1858 4.7088  -0.424
C14 0.2377 1.0431 5.3402  -0.599
C15 1.5548 0.4604 5.9041  -0.530
O4 1.5758 -0.9186 5.5774  -0.464
C16 0.7613 -1.0941 4.4199  0.614
H25 -1.0589 0.0654 3.8601  0.310
H26 -1.0385 -0.7189 5.4378  0.359
H27 -0.4307 1.4889 6.0732  0.335
H28 0.4764 1.7817 4.5743  0.243
H29 1.6261 0.5576 6.9858  0.302
H30 2.4082 0.9487 5.4211  0.276
H31 0.4892 -2.1451 4.3450  -0.519
H32 1.3664 -0.8045 3.5480  0.131
C17 0.3382 1.5380 -4.1371  0.313
C18 0.9388 2.5321 -5.1521  -0.569
C19 0.8103 1.8100 -6.5125  -0.428
O5 0.5352 0.4424 -6.2019  -0.441
C20 -0.2571 0.4524 -5.0199  -0.380
H33 -0.4588 2.0282 -3.5803  0.298
H34 1.1174 1.1655 -3.4825  -0.302
H35 1.9700 2.8377 -4.9855  0.234
H36 0.3644 3.4592 -5.2217  0.329
H37 1.7381 1.7966 -7.0833  0.284
H38 0.0130 2.2239 -7.1376  0.260
H39 -0.1576 -0.5461 -4.5899  0.251
H40 -1.3088 0.6103 -5.2827  0.210
C21 3.3775 2.8438 -1.0168  -0.121
C22 4.6057 3.7735 -1.1080  -0.625
C23 5.7223 2.9571 -0.4641  -0.483
O6 5.4242 1.6102 -0.8294  -0.475
C24 4.0163 1.4548 -0.8137  -0.243
H41 2.7819 2.9018 -1.9237  -0.018
H42 2.8152 3.1777 -0.1464  0.310
H43 4.4606 4.7695 -0.6930  0.384
H44 4.8773 3.9387 -2.1550  0.227
H45 5.7631 3.0510 0.6266  0.267
H46 6.6907 3.2040 -0.8937  0.326
H47 3.6590 1.0311 0.1354  0.169
H48 3.7758 0.7434 -1.6049  0.267



Q: Which of them is the least stable? A: i.



## i
This record from the OMol25 dataset describes an isolated ion of composition C2H3IN4 and charge +2. The level of theory is ωB97M-V with the def2-TZVPD basis set.

## Properties
HOMO energy (alpha / beta) = -20.00 / -20.00 eV
net charge = +2
orbital gap (alpha / beta) = 6.8 / 6.8 eV
LUMO energy (alpha / beta) = -13.2 / -13.2 eV

Last column: Mulliken charge in e.
Geometry (Å):
C1 -0.7262 0.3527 -0.4723  0.555
C2 -2.7137 0.9787 0.2486  0.146
N1 -1.5251 0.8325 -1.5370  -0.102
N2 -2.6223 1.1760 -1.1266  -0.050
N3 -1.5214 0.4623 0.6519  -0.046
N4 0.4775 -0.0757 -0.6163  -0.149
I1 -4.3778 1.4209 1.3381  0.735
H1 -1.2764 0.2083 1.6123  0.259
H2 0.9000 -0.0760 -1.5573  0.343
H3 1.0735 -0.4276 0.1423  0.309



## ii
This record from the OMol25 dataset describes an isolated ion of composition C2H3IN4 and charge +2. The level of theory is ωB97M-V with the def2-TZVPD basis set.

## Properties
HOMO energy (alpha / beta) = -18.39 / -18.60 eV
net charge = +2
orbital gap (alpha / beta) = 7.3 / 6.8 eV
LUMO energy (alpha / beta) = -11.1 / -11.8 eV

Last column: Mulliken charge in e.
Geometry (Å):
C1 -0.4706 0.3108 -0.2092  0.066
C2 -2.7788 0.3547 -0.2583  0.228
N1 -1.9875 2.5905 -0.0539  -0.196
N2 -2.4981 1.6344 -0.1071  0.471
N3 -1.5765 -0.3407 -0.1147  -0.024
N4 0.5409 0.5198 0.4610  -0.108
I1 -4.7823 -0.1774 0.0675  0.549
H1 -1.5488 -1.3785 -0.3465  0.364
H2 0.7540 0.1526 1.3565  0.294
H3 1.2538 1.1222 0.0223  0.355



Q: Which of them is the least stable? A: ii.